An isolated molecule of C20H13ClF2N4O at a distorted geometry, computed with the ωB97M-V functional and the def2-TZVPD basis.

Structure (SMILES): O=c1cc(CN(c2cccc(Cl)c2)c2cccnn2)c2ccc(F)c(F)c2[nH]1
Orbital gap, eV: 8.6
Max |F|, eV/Å: 2.2
Energy relative to the best compared isomer or geometry (same formula, charge and spin), kcal per mole: 0.0

Cartesian coordinates (Å):
O1 2.530 -0.455 -2.995
F1 1.577 -6.657 0.200
F2 2.966 -5.061 -1.677
Cl1 3.536 2.954 2.248
N1 -3.815 0.354 -1.600
N2 -2.747 0.167 -0.786
C1 2.018 -1.081 -2.109
C2 1.039 -0.457 -1.201
C3 0.483 -1.145 -0.144
C4 -3.964 1.503 -2.267
C5 -1.898 1.174 -0.532
C6 -3.046 2.554 -2.107
C7 -1.955 2.360 -1.256
C8 -0.321 4.133 2.311
C9 0.494 -4.707 1.025
C10 1.042 4.107 2.541
C11 0.224 -3.361 0.970
C12 -0.968 3.121 1.596
C13 1.165 2.060 1.267
C14 1.379 -5.316 0.143
C15 2.056 -4.506 -0.801
C16 1.796 3.057 2.012
C17 0.847 -2.547 0.033
C18 1.766 -3.140 -0.890
C19 -0.227 2.051 1.119
N3 2.447 -2.352 -1.820
N4 -0.863 0.975 0.425
C20 -0.520 -0.413 0.816
H1 0.866 0.592 -1.456
H2 -4.821 1.625 -2.909
H3 -3.146 3.460 -2.665
H4 -1.192 3.108 -1.145
H5 -0.930 4.970 2.670
H6 -0.025 -5.294 1.741
H7 1.496 4.895 3.094
H8 -0.508 -2.953 1.660
H9 -2.027 3.145 1.406
H10 1.734 1.232 0.863
H11 3.083 -2.780 -2.510
H12 -1.467 -0.989 0.899
H13 -0.103 -0.381 1.829

Atomic partial charges in e from the Mulliken method, atoms 1 to 6: -0.657, -0.299, -0.329, -0.221, -0.900, -0.001



A cluster of 2 separate species, C24H26N4O3 in total at a distorted geometry, computed with the ωB97M-V functional and the def2-TZVPD basis.

Orbital gap, eV: 4.7
Max |F|, eV/Å: 2.8
Energy relative to the best compared isomer or geometry (same formula, charge and spin), kcal per mole: 213.0

Cartesian coordinates (Å):
C1 2.659 -3.368 -1.023
N1 2.504 -4.693 -1.031
O1 3.315 -5.443 -0.404
O2 1.482 -5.186 -1.619
H1 2.018 -2.780 -1.675
H2 3.550 -2.976 -0.552
C2 -1.456 4.022 1.479
N2 -1.297 2.872 0.620
C3 -1.641 2.901 -0.701
O3 -2.166 3.849 -1.281
C4 -1.274 1.541 -1.293
C5 -0.216 1.638 -2.402
C6 -0.685 2.456 -3.587
C7 -0.002 3.617 -3.963
C8 -0.505 4.419 -4.990
C9 -1.660 4.031 -5.681
C10 -2.317 2.844 -5.330
C11 -1.825 2.055 -4.286
N3 -0.813 0.795 -0.113
C12 -0.394 -0.483 -0.226
C13 0.100 -1.224 0.843
C14 0.567 -2.533 0.812
C15 0.902 -3.245 2.017
C16 1.137 -4.647 1.994
C17 1.581 -5.327 3.113
C18 1.710 -4.659 4.340
C19 2.175 -5.357 5.505
N4 2.570 -5.919 6.456
C20 1.396 -3.294 4.418
C21 0.990 -2.601 3.286
C22 -0.791 1.602 1.121
C23 0.616 1.808 1.699
C24 -1.713 1.096 2.244
H3 -1.830 4.862 0.891
H4 -2.162 3.801 2.289
H5 -0.493 4.294 1.930
H6 -2.192 1.083 -1.711
H7 0.698 2.083 -1.974
H8 0.025 0.610 -2.719
H9 0.901 3.898 -3.415
H10 0.003 5.351 -5.243
H11 -2.048 4.650 -6.490
H12 -3.218 2.531 -5.858
H13 -2.333 1.133 -3.988
H14 -0.524 -0.943 -1.213
H15 0.107 -0.715 1.803
H16 0.569 -3.078 -0.136
H17 0.943 -5.197 1.076
H18 1.816 -6.391 3.050
H19 1.463 -2.783 5.382
H20 0.707 -1.554 3.403
H21 1.255 2.330 0.975
H22 0.535 2.412 2.611
H23 1.085 0.858 1.961
H24 -2.761 1.108 1.916
H25 -1.453 0.084 2.560
H26 -1.608 1.763 3.110

Atomic partial charges in e from the Mulliken method, atoms 1 to 6: -1.049, 0.874, -0.655, -0.649, 0.515, 0.332